This record from the OMol25 dataset describes a structure of composition C26H25N4O4SV. The level of theory is ωB97M-V with the def2-TZVPD basis set.

The geometry in XYZ format:
```
61
Properties=species:S:1:pos:R:3:forces:R:3
V 1.9864 0.5988 -0.2171 -0.3 0.0 0.1
N -0.2494 4.5239 -0.5121 0.0 0.1 0.0
C 0.2620 3.3122 -0.0331 0.0 0.0 0.0
S 1.9862 3.1552 0.0941 0.3 0.0 -0.1
N -0.5935 2.4065 0.2876 -0.1 -0.2 0.1
N 0.0504 1.2484 0.7344 0.1 0.0 0.1
C -0.1815 0.8553 1.9869 0.2 0.2 0.1
C -1.2852 1.3424 2.8267 -0.3 0.0 -0.1
C -1.1083 1.6207 4.1876 0.1 0.0 0.0
C -2.1571 2.0583 4.9809 0.0 0.0 0.0
C -3.4209 2.2475 4.4369 0.0 0.0 0.0
C -3.6093 1.9949 3.0819 -0.1 0.0 0.0
C -2.5644 1.5539 2.2903 0.1 0.0 -0.1
C 0.8314 0.0322 2.5518 -0.1 -0.2 -0.1
C 0.6172 -0.8676 3.6280 0.1 0.1 0.1
C 1.6409 -1.6495 4.0765 0.2 -0.1 0.0
C 2.9052 -1.5778 3.4472 -0.1 0.0 0.0
C 3.0231 -0.7465 2.3500 0.0 0.0 0.1
N 2.0447 0.0405 1.9118 -0.1 -0.1 -0.3
H 0.3837 4.9346 -1.1829 0.0 0.0 0.0
H -1.1619 4.3692 -0.9177 -0.1 0.0 0.0
H -0.1220 1.5055 4.6191 0.0 0.0 0.0
H -1.9784 2.2678 6.0301 0.0 0.0 0.0
H -4.2411 2.5979 5.0528 0.0 0.0 0.0
H -4.5861 2.1470 2.6357 0.0 0.0 0.0
H -2.7116 1.3750 1.2345 0.0 0.0 0.0
H -0.3746 -0.9388 4.0546 0.0 0.0 0.0
H 1.4749 -2.3487 4.8898 0.0 0.0 0.0
H 3.7373 -2.1920 3.7630 0.0 0.0 0.0
H 3.9322 -0.7032 1.7611 0.0 0.0 0.0
C -1.3214 -3.8133 -0.7014 0.0 0.0 0.0
C 0.0997 -3.8130 -0.1204 0.0 0.0 0.0
C 0.0368 -4.1945 1.3663 0.0 0.0 0.0
C 0.9518 -4.8449 -0.8727 0.0 0.0 0.0
C 0.6953 -2.4766 -0.2572 0.1 0.1 0.0
C 1.2011 -1.3712 -0.3297 0.0 0.1 -0.1
H -1.7784 -4.8044 -0.5995 0.0 0.0 0.0
H -1.2959 -3.5392 -1.7567 0.0 0.0 0.0
H -1.9385 -3.0809 -0.1797 0.0 0.0 0.0
H -0.4040 -5.1908 1.4904 0.0 0.0 0.0
H -0.5614 -3.4660 1.9150 0.0 0.0 0.0
H 1.0387 -4.1872 1.7978 0.0 0.0 0.0
H 0.5154 -5.8460 -0.7777 0.0 0.0 0.0
H 1.9651 -4.8584 -0.4693 0.0 0.0 0.0
H 1.0149 -4.5813 -1.9290 0.0 0.0 0.0
O 3.5539 0.4570 -0.3513 0.0 0.0 -0.1
O -0.9325 2.3469 -2.8527 0.0 0.0 0.1
C -0.5231 2.0514 -4.0888 0.0 0.0 -0.1
C -1.2873 2.5444 -5.1535 0.0 0.0 0.1
C -0.9236 2.2869 -6.4600 0.0 0.0 -0.1
C 0.2111 1.5314 -6.7393 0.0 0.0 0.0
C 0.9658 1.0463 -5.6839 0.0 0.0 0.1
C 0.6240 1.2874 -4.3586 -0.1 -0.2 0.0
C 1.5126 0.7059 -3.2684 0.4 0.5 0.1
O 2.5245 0.1035 -3.5901 -0.1 -0.2 0.0
O 1.1421 1.0123 -2.0684 -0.1 -0.1 0.1
H -0.2721 1.9432 -2.2281 0.0 -0.1 0.0
H -2.1663 3.1301 -4.9126 0.0 0.0 0.0
H -1.5322 2.6795 -7.2683 0.0 0.0 0.0
H 0.4971 1.3267 -7.7641 0.0 0.0 0.0
H 1.8565 0.4510 -5.8386 0.0 0.0 -0.1
```
Positions in Å, forces in eV/Å.

energy above the lowest of the compared OMol25 structures with the same formula, charge and spin: 0.0 kcal/mol
Kohn-Sham gap (spin up / spin down): 4.4 / 6.6 eV
HOMO level (spin up / spin down): 0.35 / -1.87 eV
total charge: -2
spin multiplicity: 3

***

This record from the OMol25 dataset describes the molecule C3H3I2N. The level of theory is ωB97M-V with the def2-TZVPD basis set.

The geometry in XYZ format:
```
9
Properties=species:S:1:pos:R:3:forces:R:3
C -0.5850 -1.8347 -1.2319 1.3 -2.1 -0.1
C 0.9458 0.0538 0.8124 1.9 0.8 -0.8
C -1.5054 -0.9644 -1.1370 -3.4 2.1 2.0
N 0.2297 -2.6804 -1.1382 0.5 -1.2 -0.8
I 1.9601 -1.7071 0.2292 -0.3 2.4 1.6
I -3.0661 -1.0589 0.3207 0.6 -0.3 0.0
H 1.4615 1.0588 0.4237 -1.4 -2.6 0.8
H 0.3924 0.0630 1.7788 0.6 -0.3 -1.0
H -1.9722 -0.3484 -1.8218 0.2 1.2 -1.7
```
Positions in Å, forces in eV/Å.

energy above the lowest of the compared OMol25 structures with the same formula, charge and spin: 106.2 kcal/mol
Kohn-Sham gap (spin up / spin down): 7.0 / 7.3 eV
HOMO level (spin up / spin down): -8.38 / -8.18 eV
total charge: 0

***

This record from the OMol25 dataset describes the molecule C2H4N4. The level of theory is ωB97M-V with the def2-TZVPD basis set.

The geometry in XYZ format:
```
10
Properties=species:S:1:pos:R:3:forces:R:3
N -0.1507 0.8477 -1.7939 0.0 0.1 0.0
C -0.0388 0.2611 -0.5407 0.0 0.0 0.0
N 0.5418 -0.9638 -0.3956 -0.1 0.0 0.1
C 0.5239 -1.1355 0.9059 0.0 0.0 0.1
N -0.0298 -0.0755 1.5091 0.1 -0.1 0.1
N -0.4189 0.8399 0.5860 0.2 -0.1 -0.3
H -0.7141 0.3192 -2.4432 0.1 -0.1 0.0
H -0.4362 1.8115 -1.7622 -0.2 0.1 0.1
H 0.9199 -1.9862 1.4445 -0.1 0.1 -0.1
H -0.1969 0.0815 2.4901 0.0 0.0 -0.2
```
Positions in Å, forces in eV/Å.

structure (SMILES): Nc1nc[nH]n1
energy above the lowest of the compared OMol25 structures with the same formula, charge and spin: 2.1 kcal/mol
Kohn-Sham gap: 9.9 eV
HOMO level: -8.93 eV
total charge: 0

***

This record from the OMol25 dataset describes a cluster of 2 separate species, C9H17F7NO2S in total. The level of theory is ωB97M-V with the def2-TZVPD basis set.

The geometry in XYZ format:
```
37
Properties=species:S:1:pos:R:3:forces:R:3
F -0.7097 -1.3213 4.3838 -0.1 0.4 -0.3
C -1.1542 -0.3842 3.5625 0.1 0.0 0.0
F -1.6399 -0.9925 2.4460 0.1 0.0 0.1
F -0.1879 0.4409 3.2066 -0.2 -0.3 0.1
C -2.3356 0.4074 4.2273 0.1 -0.2 -0.4
F -3.0419 -0.4215 5.0042 -0.2 -0.3 0.1
F -1.8647 1.4036 4.9464 0.2 0.3 0.3
C -3.3404 1.0376 3.2127 0.0 0.0 -0.1
F -2.7350 1.6660 2.2334 0.2 0.1 -0.1
F -4.1694 1.8466 3.8470 0.0 0.1 0.1
S -4.5195 -0.2104 2.3851 -0.1 -0.1 0.0
H -5.1642 -0.5175 3.5290 -0.1 0.0 0.0
H -3.7297 -1.3019 2.4305 0.0 -0.1 -0.1
C 3.1570 -0.3931 -4.2996 0.0 0.0 -0.1
O 2.2927 -1.2130 -3.5372 -0.1 0.1 0.1
C 2.8451 -1.6821 -2.3163 0.1 -0.1 0.0
C 2.0445 -1.1619 -1.1432 0.0 0.0 0.0
N 2.1733 0.2811 -1.0258 -0.1 0.0 -0.1
C 1.3215 0.9002 -0.0258 0.1 0.0 0.0
C -0.1891 0.8062 -0.2241 0.0 0.0 0.0
O -0.6806 1.5328 -1.3278 -0.1 0.0 0.0
C -0.6453 0.8621 -2.5770 0.0 0.0 0.0
H 2.6522 -0.1853 -5.2408 0.0 0.0 0.0
H 3.3807 0.5556 -3.7988 0.0 0.0 0.0
H 4.1022 -0.9010 -4.5122 0.0 0.0 0.0
H 3.8913 -1.3752 -2.2281 0.0 0.0 0.0
H 2.8062 -2.7748 -2.3193 0.0 0.0 0.0
H 2.4190 -1.6256 -0.2246 0.0 0.0 0.0
H 1.0052 -1.4963 -1.2831 0.0 0.0 0.0
H 2.0059 0.7073 -1.9285 0.0 0.0 0.0
H 1.5804 1.9602 0.0307 0.0 0.0 0.0
H 1.5683 0.4606 0.9479 0.0 0.0 0.0
H -0.6633 1.2560 0.6542 0.0 0.0 0.0
H -0.5235 -0.2399 -0.2865 0.0 0.0 0.0
H -0.7968 -0.2147 -2.4559 0.0 0.0 0.0
H 0.2967 1.0204 -3.1067 0.0 0.0 0.0
H -1.4514 1.2680 -3.1862 0.0 0.0 0.0
```
Positions in Å, forces in eV/Å.

energy above the lowest of the compared OMol25 structures with the same formula, charge and spin: 0.0 kcal/mol
Kohn-Sham gap: 5.5 eV
HOMO level: -10.75 eV
total charge: +1

***

This record from the OMol25 dataset describes the molecule C23H18ClNO2S. The level of theory is ωB97M-V with the def2-TZVPD basis set.

The geometry in XYZ format:
```
46
Properties=species:S:1:pos:R:3:forces:R:3
N -0.1665 4.0349 7.8269 0.0 -1.3 -2.1
C -0.1549 3.4280 6.8279 -0.2 1.1 1.8
C -0.1037 2.6841 5.5894 0.1 -0.3 -0.4
C -0.0322 3.3574 4.3645 0.1 0.1 -0.1
C 0.1823 2.6551 3.1795 0.0 0.0 0.0
C 0.3091 1.2618 3.2107 -0.3 0.0 0.1
S 0.7711 0.3626 1.7018 0.7 -0.2 -0.5
O 1.7099 1.1872 0.9825 -0.3 -0.1 0.4
O 1.1346 -0.9933 2.0704 -0.3 0.7 0.1
C -0.7437 0.1758 0.6797 -0.3 0.3 1.4
Cl -1.2316 1.7509 0.0397 -0.1 0.1 0.1
C -0.6573 -0.8864 -0.4077 0.4 0.3 0.1
C 0.1721 -0.4309 -1.5855 0.4 0.1 -0.3
C 1.4970 -0.6380 -1.6854 -1.2 -0.3 0.8
C 2.2919 -0.5255 -2.8922 0.7 0.3 -1.1
C 3.6125 -1.0349 -2.8844 -0.6 0.4 -0.1
C 4.4474 -0.8655 -3.9857 -0.3 0.2 -0.3
C 3.9734 -0.1924 -5.1240 0.0 -0.1 0.4
C 2.6393 0.2380 -5.1769 0.1 -0.2 0.3
C 1.7883 0.0508 -4.0842 0.7 -0.2 0.3
C -2.0813 -1.3075 -0.7543 0.2 0.1 0.1
C -2.6772 -2.2702 0.0591 -0.2 -0.3 -0.3
C -3.8969 -2.8361 -0.3010 0.0 0.2 -0.1
C -4.5459 -2.4007 -1.4580 0.0 0.0 -0.1
C -4.0104 -1.3475 -2.1992 0.2 0.1 0.2
C -2.7974 -0.7657 -1.8185 -0.1 -0.4 -0.1
C 0.1523 0.5725 4.4188 0.0 0.1 -0.2
C -0.0618 1.2854 5.5982 0.1 -0.1 0.1
H -0.1159 4.4446 4.3415 0.1 -0.3 0.0
H 0.2741 3.2037 2.2438 0.0 -0.2 0.2
H -1.4744 -0.1030 1.4553 0.0 0.0 -0.4
H -0.1419 -1.7547 0.0155 -0.2 0.1 0.2
H -0.3770 0.0896 -2.3686 0.2 -0.4 -0.1
H 2.0357 -0.9408 -0.7795 -0.2 -0.4 -0.4
H 3.9553 -1.5657 -1.9921 0.0 0.3 -0.3
H 5.4693 -1.2468 -3.9485 -0.3 0.1 -0.1
H 4.6525 0.0070 -5.9544 -0.3 -0.1 0.2
H 2.2670 0.7337 -6.0743 0.1 -0.2 0.2
H 0.7424 0.3565 -4.1396 0.4 0.0 0.0
H -2.1691 -2.6012 0.9656 0.0 -0.1 -0.3
H -4.3197 -3.6343 0.3013 0.0 0.1 -0.1
H -5.4640 -2.8862 -1.7947 0.2 0.2 0.2
H -4.5114 -0.9798 -3.0916 0.0 -0.1 0.2
H -2.4053 0.0915 -2.3623 -0.1 -0.3 0.0
H 0.2301 -0.5133 4.4495 0.0 0.3 -0.1
H -0.1683 0.7494 6.5412 0.1 0.2 -0.2
```
Positions in Å, forces in eV/Å.

structure (SMILES): N#Cc1ccc(S(=O)(=O)[C@@H](Cl)[C@H](/C=C/c2ccccc2)c2ccccc2)cc1
Kohn-Sham gap: 7.7 eV
HOMO level: -8.39 eV
total charge: 0

***

no.,molar mass (g mol⁻¹)
1,540.52
2,306.87
3,84.08
4,336.29
5,407.92